{
  "formula": "C4H11NO2S",
  "method": "ωB97M-V/def2-TZVPD",
  "symbols": ["O", "C", "N", "C", "C", "C", "S", "H", "H", "H", "H", "H", "H", "H", "H", "H", "O", "H", "H"],
  "xyz": [[2.0063, 1.2627, 1.7678], [1.0684, 0.4766, 1.8042], [0.0250, 0.5865, 0.9490], [-1.0447, -0.4479, 1.1331], [-0.9550, -1.2999, -0.1126], [-1.3350, -0.4711, -1.3703], [-0.2170, 0.1720, -2.5875], [1.1083, -0.4012, 2.4625], [-0.1724, 1.2586, 0.2294], [-1.1162, -0.8895, 2.1373], [-1.9756, 0.1575, 1.2657], [0.0639, -1.6489, -0.2972], [-1.5374, -2.1976, -0.1035], [-1.9537, -1.1142, -2.0422], [-2.1601, 0.2213, -1.0746], [0.7002, 0.8447, -1.8248], [2.2787, 1.3252, -1.0974], [2.9517, 0.6301, -1.0934], [2.2645, 1.5349, -0.1454]],
  "charge": 0,
  "homo_ha": -0.325,
  "multiplicity": 1,
  "gap_ev": 9.6,
  "smiles": "O=CNCCCS.O"
}

{
  "formula": "C37H37IN6O11",
  "method": "ωB97M-V/def2-TZVPD",
  "symbols": ["C", "C", "C", "I", "C", "C", "C", "N", "C", "O", "H", "H", "H", "H", "H", "H", "H", "H", "H", "H", "H", "H", "O", "N", "O", "C", "C", "C", "C", "C", "C", "H", "H", "H", "H", "H", "O", "N", "O", "C", "C", "C", "C", "C", "C", "H", "H", "H", "H", "H", "O", "N", "O", "C", "C", "C", "C", "C", "C", "H", "H", "H", "H", "H", "O", "N", "O", "C", "C", "C", "C", "C", "C", "H", "H", "H", "H", "H", "O", "N", "O", "C", "C", "C", "C", "C", "C", "H", "H", "H", "H", "H"],
  "xyz": [[6.7087, 2.4449, 2.1901], [5.5237, 1.5799, 2.6271], [4.5890, 2.3496, 3.5850], [4.7458, 1.4017, 5.5562], [3.1083, 2.2996, 3.2115], [2.5368, 1.0796, 2.4808], [1.0340, 1.5199, 2.4724], [1.1274, 2.9753, 2.2046], [2.5110, 3.3865, 2.3350], [3.0040, 4.3001, 1.8311], [7.3175, 2.7372, 3.0434], [6.3761, 3.3397, 1.6651], [7.3248, 1.8921, 1.4872], [5.0244, 1.2258, 1.7324], [5.9430, 0.7330, 3.1544], [4.9597, 3.3581, 3.7190], [2.5768, 2.3650, 4.1631], [2.7896, 1.0444, 1.4222], [2.7950, 0.1922, 3.0575], [0.5217, 0.9782, 1.6895], [0.7245, 1.3474, 3.5016], [0.6730, 3.4741, 2.9652], [3.8447, -1.4262, 2.6450], [3.8978, -1.8027, 1.4874], [4.6606, -1.3516, 0.6518], [2.9604, -2.8509, 1.0658], [2.0485, -3.3489, 1.9796], [1.1472, -4.3179, 1.5708], [1.1688, -4.7793, 0.2618], [2.0963, -4.2768, -0.6409], [2.9989, -3.3059, -0.2400], [2.0298, -2.9900, 2.9985], [0.4245, -4.7117, 2.2726], [0.4593, -5.5324, -0.0564], [2.1126, -4.6394, -1.6599], [3.7171, -2.9124, -0.9446], [0.4068, -0.8313, -0.4564], [-0.4536, -0.8406, -1.3163], [-1.2488, -1.7522, -1.4790], [-0.5377, 0.3145, -2.2171], [0.3733, 1.3486, -2.0799], [0.3023, 2.4241, -2.9486], [-0.6735, 2.4566, -3.9375], [-1.5853, 1.4161, -4.0561], [-1.5197, 0.3372, -3.1910], [1.1333, 1.3248, -1.3121], [1.0103, 3.2366, -2.8575], [-0.7222, 3.2961, -4.6191], [-2.3450, 1.4432, -4.8250], [-2.2282, -0.4713, -3.2885], [-6.5897, -4.2972, 3.9384], [-6.6749, -4.2007, 2.7281], [-7.6173, -4.5935, 2.0659], [-5.5559, -3.5672, 2.0139], [-4.4516, -3.1410, 2.7304], [-3.3898, -2.5648, 2.0513], [-3.4428, -2.4173, 0.6712], [-4.5622, -2.8414, -0.0319], [-5.6269, -3.4210, 0.6399], [-4.4088, -3.2550, 3.8039], [-2.5173, -2.2326, 2.5982], [-2.6110, -1.9731, 0.1423], [-4.6031, -2.7230, -1.1066], [-6.4959, -3.7530, 0.0908], [-5.1819, 7.2828, 1.8694], [-4.3734, 7.2109, 0.9627], [-4.6355, 7.3728, -0.2147], [-2.9789, 6.9024, 1.3149], [-2.6509, 6.6770, 2.6395], [-1.3401, 6.3650, 2.9643], [-0.3764, 6.2861, 1.9678], [-0.7190, 6.5243, 0.6444], [-2.0276, 6.8340, 0.3121], [-3.4001, 6.7383, 3.4153], [-1.0708, 6.1805, 3.9959], [0.6464, 6.0369, 2.2219], [0.0349, 6.4643, -0.1286], [-2.2941, 7.0163, -0.7187], [-2.4159, -1.8185, -5.3240], [-1.4459, -2.2002, -5.9554], [-0.8919, -1.5578, -6.8259], [-0.9091, -3.5315, -5.6382], [-1.5359, -4.2996, -4.6731], [-1.0401, -5.5620, -4.3910], [0.0731, -6.0394, -5.0698], [0.6971, -5.2528, -6.0291], [0.2051, -3.9904, -6.3180], [-2.4016, -3.9292, -4.1437], [-1.5239, -6.1755, -3.6431], [0.4552, -7.0285, -4.8513], [1.5657, -5.6255, -6.5547], [0.6897, -3.3804, -7.0664]],
  "charge": 0,
  "homo_ha": -0.343,
  "multiplicity": 1,
  "gap_ev": 8.4,
  "smiles": "CC[C@H](I)[C@@H]1CCNC1=O.O=[N+]([O-])c1ccccc1.O=[N+]([O-])c1ccccc1.O=[N+]([O-])c1ccccc1.O=[N+]([O-])c1ccccc1.O=[N+]([O-])c1ccccc1"
}

{
  "formula": "C34H28ClF6O3P2RuS2Sb",
  "method": "ωB97M-V/def2-TZVPD",
  "symbols": ["Ru", "S", "P", "C", "P", "S", "C", "C", "C", "C", "C", "C", "C", "C", "C", "C", "C", "C", "C", "C", "C", "C", "C", "C", "C", "C", "C", "C", "C", "C", "H", "H", "H", "H", "H", "H", "H", "H", "H", "H", "H", "H", "H", "H", "H", "H", "H", "H", "H", "H", "F", "Sb", "F", "F", "F", "F", "F", "C", "C", "C", "C", "Cl", "C", "C", "C", "O", "C", "C", "O", "O", "H", "H", "H", "H", "H", "H", "H", "H"],
  "xyz": [[0.9277, -1.7939, 0.7406], [0.2130, -0.3833, 2.6320], [0.6778, 0.9890, 1.2033], [1.6977, 0.0192, 0.1759], [1.8149, -0.3543, -1.5178], [1.5825, -2.3872, -1.4947], [0.5538, 0.3278, -2.6388], [0.5300, 1.7025, -2.8495], [-0.3706, 2.2325, -3.7543], [-1.2430, 1.3966, -4.4374], [-1.2131, 0.0283, -4.2230], [-0.3215, -0.5119, -3.3140], [3.3928, 0.2293, -2.1930], [3.5288, 0.3246, -3.5744], [4.6955, 0.8383, -4.1057], [5.7302, 1.2196, -3.2646], [5.6005, 1.0968, -1.8901], [4.4244, 0.6145, -1.3446], [-0.9600, 1.4891, 0.5669], [-1.5558, 2.6987, 0.8984], [-2.8960, 2.8888, 0.6024], [-3.6286, 1.8851, -0.0098], [-3.0210, 0.6910, -0.3648], [-1.6873, 0.4922, -0.0739], [1.5911, 2.3912, 1.8960], [1.3569, 2.7933, 3.2067], [2.1487, 3.7808, 3.7654], [3.1680, 4.3553, 3.0216], [3.3884, 3.9610, 1.7100], [2.6028, 2.9745, 1.1403], [1.2249, 2.3421, -2.3191], [-0.3858, 3.2963, -3.9428], [-1.9491, 1.8141, -5.1404], [-1.8748, -0.6218, -4.7753], [-0.2819, -1.5771, -3.1309], [2.7194, 0.0041, -4.2160], [4.7949, 0.9420, -5.1760], [6.6409, 1.6143, -3.6881], [6.4129, 1.3775, -1.2378], [4.3089, 0.5318, -0.2712], [-0.9732, 3.4678, 1.3848], [-3.3897, 3.8088, 0.8773], [-4.6824, 2.0202, -0.2000], [-3.5972, -0.1010, -0.8195], [-1.2232, -0.4630, -0.3060], [0.5773, 2.3066, 3.7782], [1.9857, 4.0914, 4.7872], [3.8053, 5.1027, 3.4733], [4.1876, 4.4137, 1.1410], [2.7812, 2.6345, 0.1266], [2.6154, -3.1261, 1.8496], [4.3652, -2.1995, 1.8953], [3.3623, -0.5788, 2.2679], [5.9412, -1.1371, 1.7509], [4.5250, -2.5272, 3.7518], [5.1999, -3.8232, 1.3910], [4.0143, -1.8543, 0.0249], [-4.2083, -2.7371, 3.2715], [-4.6540, -2.4562, 1.8675], [-5.5335, -1.3975, 1.6651], [-6.0406, -1.1034, 0.4127], [-7.1306, 0.2249, 0.2326], [-5.6742, -1.8636, -0.6879], [-4.7921, -2.9050, -0.5024], [-4.2660, -3.2189, 0.7527], [-3.4949, -4.3483, 0.7571], [-2.2828, -4.4286, 1.4501], [-1.2220, -3.3911, 1.0263], [-0.1846, -3.3838, 1.7243], [-1.4029, -2.6139, 0.0755], [-4.8142, -2.1665, 3.9721], [-3.1672, -2.4463, 3.4172], [-4.3159, -3.7934, 3.5165], [-5.8380, -0.8026, 2.5152], [-6.0602, -1.6390, -1.6692], [-4.4894, -3.5154, -1.3364], [-1.8808, -5.4194, 1.2168], [-2.3816, -4.3435, 2.5368]],
  "charge": 0,
  "homo_ha": [-0.314, -0.314],
  "multiplicity": 5,
  "gap_ev": [7.4, 6.3],
  "s2": 6.03
}

{
  "formula": "C31H35BBrN5O13S",
  "method": "ωB97M-V/def2-TZVPD",
  "symbols": ["C", "C", "B", "O", "N", "C", "C", "C", "Br", "C", "O", "O", "S", "C", "O", "O", "H", "H", "H", "H", "H", "H", "H", "H", "H", "H", "H", "H", "H", "H", "H", "O", "N", "O", "C", "C", "C", "C", "C", "C", "H", "H", "H", "H", "H", "O", "N", "O", "C", "C", "C", "C", "C", "C", "H", "H", "H", "H", "H", "O", "N", "O", "C", "C", "C", "C", "C", "C", "H", "H", "H", "H", "H", "O", "N", "O", "C", "C", "C", "C", "C", "C", "H", "H", "H", "H", "H"],
  "xyz": [[-0.7141, -1.7561, 2.6749], [0.0568, -2.5304, 1.4200], [-1.0840, -3.3867, 0.5351], [-1.3605, -4.7480, 1.0305], [-1.7275, -2.6711, -0.6236], [-2.9276, -3.3559, -1.2069], [-4.2446, -2.4031, -0.8201], [-5.3379, -3.1798, 0.1278], [-3.6121, -0.6425, -0.0070], [-0.7447, -2.1719, -1.6560], [0.5458, -2.4954, -1.7616], [-1.2675, -1.1888, -2.6565], [-0.6960, 0.3862, -2.3060], [0.2185, 0.5424, -0.6760], [0.2381, 0.8504, -3.4718], [-1.8843, 1.3873, -2.2540], [-0.2120, -0.6880, 2.8246], [-1.8522, -1.5816, 2.4297], [-0.6011, -2.3306, 3.6932], [0.7600, -3.3383, 1.9440], [0.7090, -1.8188, 0.7600], [-1.9789, -4.5964, 1.8298], [-2.9234, -3.4444, -2.3940], [-3.1736, -4.4214, -0.8027], [-4.7707, -2.1016, -1.8291], [-6.3711, -3.2766, -0.4513], [-5.5018, -2.4989, 1.0895], [-4.9963, -4.2509, 0.4864], [0.5144, 1.6920, -0.5516], [1.2659, -0.0298, -0.6785], [-0.4372, 0.2766, 0.2708], [-2.4905, 0.8539, 2.4982], [-2.2094, 1.8092, 3.2372], [-1.2078, 1.8619, 3.9653], [-3.1285, 2.9535, 3.2546], [-4.2931, 2.9203, 2.4752], [-5.1757, 4.0014, 2.5144], [-4.8943, 5.1054, 3.3207], [-3.7286, 5.1403, 4.0878], [-2.8397, 4.0638, 4.0590], [-4.5268, 2.0673, 1.8418], [-6.0856, 3.9822, 1.9182], [-5.5883, 5.9436, 3.3523], [-3.5148, 6.0056, 4.7114], [-1.9371, 4.1049, 4.6651], [6.5566, 4.7224, -4.8412], [6.4109, 3.6048, -5.3583], [7.1820, 3.1128, -6.1946], [5.2425, 2.8125, -4.9560], [4.3241, 3.3455, -4.0411], [3.2019, 2.5970, -3.6807], [3.0030, 1.3277, -4.2260], [3.9248, 0.7951, -5.1290], [5.0493, 1.5353, -5.4991], [4.4647, 4.3331, -3.6073], [2.4799, 3.0047, -2.9764], [2.1236, 0.7501, -3.9463], [3.7643, -0.1961, -5.5473], [5.7567, 1.1075, -6.2065], [-1.8944, -7.0438, -2.1070], [-1.0148, -7.9171, -2.1428], [-1.2290, -9.1333, -2.0376], [0.3757, -7.4801, -2.3166], [0.6678, -6.1119, -2.4021], [1.9948, -5.7013, -2.5430], [3.0178, -6.6490, -2.6024], [2.7230, -8.0114, -2.5275], [1.4000, -8.4340, -2.3836], [-0.1180, -5.3609, -2.3573], [2.2323, -4.6414, -2.6035], [4.0515, -6.3238, -2.7066], [3.5255, -8.7440, -2.5775], [1.1870, -9.4992, -2.3235], [-0.9664, 5.8903, 5.4472], [0.2186, 5.7351, 5.7779], [0.6216, 5.7034, 6.9495], [1.2126, 5.5836, 4.7086], [0.8064, 5.6507, 3.3687], [1.7599, 5.5302, 2.3560], [3.1042, 5.3400, 2.6798], [3.5045, 5.2630, 4.0149], [2.5604, 5.3850, 5.0364], [-0.2373, 5.7986, 3.0998], [1.4555, 5.5876, 1.3131], [3.8449, 5.2522, 1.8868], [4.5536, 5.1117, 4.2592], [2.8888, 5.3261, 6.0720]],
  "charge": 0,
  "homo_ha": -0.362,
  "multiplicity": 1,
  "gap_ev": 8.8,
  "smiles": "CCB(O)N(C[C@@H](C)Br)C(=O)OS(C)(=O)=O.O=[N+]([O-])c1ccccc1.O=[N+]([O-])c1ccccc1.O=[N+]([O-])c1ccccc1.O=[N+]([O-])c1ccccc1"
}

Max |F| per entry: 0.07734 0.09275 0.03604 0.16459 hartree/bohr
M per entry: 137.20 868.64 982.95 808.43 g mol⁻¹